The ion C8H7N2O2 with charge +1 at a distorted geometry. Source: the Open Molecules 2025 dataset; level of theory: ωB97M-V/def2-TZVPD.

Geometry as ORCA input:
```
! wB97M-V def2-TZVPD RIJCOSX def2/J DEFGRID3
* xyz 1 1
C -1.9891 0.5942 -1.9266
C -2.2256 1.1218 -0.6322
C -1.1169 -0.4612 -2.0416
C -1.6374 0.5357 0.4845
C -0.4589 -1.0214 -0.9537
C 1.0476 -1.0541 1.9557
C -0.0297 -0.9556 1.2817
C 2.1979 0.1418 1.7466
N -0.7630 -0.5016 0.2766
N 2.5291 0.3635 0.4216
O 2.6101 0.7573 2.6474
O 2.1997 -0.2662 -0.6184
H -2.2408 1.2316 -2.7431
H -2.7662 2.0458 -0.6741
H -0.5757 -0.8159 -2.9935
H -1.7530 0.9400 1.4545
H 0.3237 -1.7231 -0.8998
H 1.1724 -1.7864 2.7852
H 3.4756 0.8539 0.4293
*
```

## Properties
DFT total energy	-568.5727	a.u.

Here are the Löwdin charges for atoms 1 to 4, given in e: atom 1 (C): -0.0032, atom 2 (C): 0.0188, atom 3 (C): -0.0061, atom 4 (C): 0.0454